1.
11
Properties=species:S:1:pos:R:3 method="wB97M-V/def2-TZVPD" e_homo_ha="-0.1474 / -0.1475" e_above_lowest_kcal_mol=119.6 homo_lumo_gap_ev="6.87 / 6.88" total_charge=-1 multiplicity=1
C -1.2366 0.4403 -0.2726
C 0.4518 -1.4434 1.0148
C -0.9912 1.8395 -0.1261
C 1.5280 -0.6693 0.3380
O -0.9790 2.8456 0.5215
O -0.5525 1.3098 -1.3185
I -3.3100 0.2405 -0.6041
I -0.3014 -3.0680 -0.2677
H 1.5852 -1.0388 -0.6643
H 1.2519 0.4395 0.4523
H 2.5538 -0.8955 0.9266



2.
91
Properties=species:S:1:pos:R:3 method="wB97M-V/def2-TZVPD" e_homo_ha=-0.2110 e_above_lowest_kcal_mol=0.0 homo_lumo_gap_ev=5.82 multiplicity=1
K -0.3705 -0.1227 0.9930
C -1.2732 -2.1639 -3.1063
C -1.2209 -3.4092 -2.2076
C -0.8513 -4.6155 -3.0704
C -2.6243 -3.6072 -1.6212
P -0.0411 -2.9601 -0.8197
C 1.5268 -2.5121 -1.7208
N 1.6176 -1.1095 -2.0540
B 1.5203 0.0146 -1.1026
N 1.6105 1.1516 -2.0374
C 1.4833 2.5455 -1.6825
P -0.0768 2.8993 -0.7327
C -1.2938 3.3309 -2.0942
C -1.3113 2.1019 -3.0175
C -2.6945 3.4629 -1.4823
C -0.9838 4.5667 -2.9387
C 0.4522 4.4517 0.1973
C 1.2564 3.9211 1.3953
C -0.7673 5.1924 0.7499
C 1.3253 5.4458 -0.5765
C 1.8256 0.7394 -3.3441
C 2.0181 1.4498 -4.5200
C 2.2125 0.7462 -5.7089
C 2.2203 -0.6395 -5.7187
C 2.0327 -1.3637 -4.5411
C 1.8316 -0.6743 -3.3534
C 0.5453 -4.5029 0.0840
C 1.3156 -3.9651 1.2978
C -0.6487 -5.3056 0.6067
C 1.4642 -5.4432 -0.7033
H -2.0870 -2.2821 -3.8284
H -0.3492 -2.0111 -3.6643
H -1.4632 -1.2556 -2.5271
H -1.5364 -4.6747 -3.9224
H -0.9340 -5.5538 -2.5206
H 0.1620 -4.5410 -3.4723
H -3.3389 -3.7363 -2.4405
H -2.9347 -2.7345 -1.0418
H -2.6981 -4.4815 -0.9768
H 1.6267 -3.1276 -2.6167
H 2.3550 -2.7952 -1.0676
H 1.5312 3.1766 -2.5717
H 2.3207 2.8591 -1.0527
H -1.4501 1.1746 -2.4543
H -0.3923 1.9997 -3.5965
H -2.1430 2.1995 -3.7217
H -2.9584 2.5703 -0.9101
H -3.4272 3.5722 -2.2880
H -2.7955 4.3247 -0.8249
H 0.0220 4.5324 -3.3648
H -1.0841 5.4908 -2.3681
H -1.6897 4.6204 -3.7742
H 0.6264 3.3096 2.0484
H 1.6465 4.7566 1.9847
H 2.1087 3.3201 1.0628
H -1.4528 4.5178 1.2688
H -1.3209 5.7087 -0.0344
H -0.4353 5.9489 1.4681
H 2.2613 5.0003 -0.9168
H 1.5845 6.2848 0.0784
H 0.8126 5.8538 -1.4461
H 2.0300 2.5334 -4.5278
H 2.3670 1.2929 -6.6311
H 2.3812 -1.1710 -6.6487
H 2.0559 -2.4466 -4.5664
H 0.6669 -3.3964 1.9690
H 2.1407 -3.3102 1.0013
H 1.7300 -4.8052 1.8657
H -1.3674 -4.6732 1.1337
H -0.2925 -6.0644 1.3108
H -1.1709 -5.8252 -0.1963
H 2.3778 -4.9505 -1.0390
H 0.9705 -5.8661 -1.5765
H 1.7628 -6.2766 -0.0581
C 4.2460 0.9220 1.0299
C 3.6262 0.0491 2.0562
C 4.0952 -1.1648 2.4506
C 3.3324 -1.8934 3.3935
N 2.1804 -1.4736 3.8698
C 1.7058 -0.2703 3.4735
S 0.1988 0.2917 3.9773
N 2.4734 0.4851 2.6243
C 3.8211 -3.2294 3.8586
H 5.2064 0.5163 0.7192
H 4.3847 1.9411 1.3938
H 3.5685 0.9244 0.1651
H 5.0113 -1.5636 2.0409
H 2.0726 1.3612 2.3158
H 4.9046 -3.2353 3.9720
H 3.5601 -3.9791 3.1074
H 3.3391 -3.4987 4.7947



3.
20
Properties=species:S:1:pos:R:3 method="wB97M-V/def2-TZVPD" e_homo_ha=-0.3394 smiles="CC/C=C(/C)C(C)=O" e_above_lowest_kcal_mol=24.3 homo_lumo_gap_ev=9.63 multiplicity=1
C 1.0346 1.0069 2.1409
C 1.1234 -0.4703 1.7633
C -0.1824 -0.6787 1.0724
C -0.5017 -0.4481 -0.2328
C -1.8470 -0.8784 -0.7603
C 0.3491 0.3562 -1.0890
C 0.0464 0.3946 -2.5651
O 1.2255 1.1050 -0.6218
H 1.0062 1.5170 1.0343
H 1.9924 1.3951 2.4852
H 0.2511 1.2063 2.8678
H 1.9416 -0.5710 1.0456
H 1.2172 -1.1208 2.6352
H -0.9775 -1.0477 1.7128
H -1.7368 -1.6130 -1.5575
H -2.4071 -0.0357 -1.1661
H -2.4417 -1.3241 0.0355
H -0.0451 -0.6120 -2.9681
H -0.8976 0.9068 -2.7490
H 0.8495 0.9119 -3.0834



4.
90
Properties=species:S:1:pos:R:3 method="wB97M-V/def2-TZVPD" e_homo_ha="-0.1726 / -0.1673" e_above_lowest_kcal_mol=2.3 homo_lumo_gap_ev="5.58 / 5.44" total_charge=-1 multiplicity=2
Cr 0.1420 -1.0087 0.2515
S -4.5828 1.8860 0.5773
C -6.1698 2.4971 0.3965
C -7.0593 1.5248 0.0627
C -6.4578 0.2501 -0.0403
C -5.1126 0.2684 0.2126
C -4.1450 -0.8227 0.1868
C -2.7825 -0.4877 0.2135
N -1.8005 -1.3606 0.1352
C -2.1446 -2.6726 0.1153
C -3.4745 -3.1276 0.1237
C -3.6800 -4.5434 0.1365
C -2.6425 -5.4179 0.1304
C -1.2853 -4.9700 0.1055
C -0.1576 -5.7998 0.0927
C 1.1084 -5.2293 0.0492
C 1.2140 -3.8246 0.0559
N 0.1703 -3.0284 0.1153
C -1.0642 -3.5831 0.1090
C 2.3246 -6.0302 0.0381
C 2.4575 -7.3920 -0.0375
C 3.8016 -7.8214 0.0032
C 4.6732 -6.7832 0.1140
S 3.8795 -5.2675 0.1608
C -4.4935 -2.1666 0.1308
H -6.3397 3.5497 0.5396
H -8.1089 1.7107 -0.1006
H -6.9993 -0.6433 -0.3113
H -2.4924 0.5476 0.2825
H -4.6988 -4.9091 0.1557
H -2.8310 -6.4839 0.1413
H -0.2807 -6.8736 0.1167
H 2.1746 -3.3230 -0.0039
H 1.6225 -8.0697 -0.1240
H 4.1039 -8.8556 -0.0427
H 5.7476 -6.8128 0.1582
H -5.5295 -2.4762 0.1190
O -0.1381 -1.2921 2.2348
N 0.8492 -1.0579 3.0224
N 1.9067 -0.7354 2.4042
O 1.9584 -0.7882 1.1007
C 2.9961 -0.1674 3.1140
C 2.9182 0.0023 4.4934
C 3.9306 0.6782 5.1472
C 5.0114 1.1856 4.4387
C 5.0929 0.9820 3.0706
C 4.0860 0.3063 2.3991
H 2.0576 -0.3739 5.0243
H 3.8656 0.8341 6.2159
H 5.7814 1.7433 4.9565
H 5.9321 1.3690 2.5094
H 4.1369 0.1709 1.3274
O 3.6076 0.3245 -2.8301
Cl 3.4426 0.0505 -1.4355
O 4.6685 0.3810 -0.7536
O 2.3779 0.8701 -0.9057
O 3.1784 -1.3524 -1.2498
O 0.9399 1.6653 2.2800
C 0.4528 1.9116 1.1960
N 0.3423 3.1859 0.6841
C -0.1837 3.1595 -0.6604
C -0.6015 1.6750 -0.7576
O -1.2826 1.2127 -1.6557
N -0.1816 1.0145 0.3532
C 0.8475 3.5620 -1.7091
C 1.0045 2.8568 -2.8925
C 1.9274 3.2772 -3.8359
C 2.6846 4.4146 -3.6141
C 2.5269 5.1275 -2.4356
C 1.6113 4.7034 -1.4869
C -1.4154 4.0376 -0.8257
C -2.0851 4.0615 -2.0464
C -3.1938 4.8729 -2.2188
C -3.6341 5.6854 -1.1830
C -2.9812 5.6522 0.0379
C -1.8832 4.8233 0.2200
H 1.0411 3.8588 0.9492
H 0.4152 1.9698 -3.0659
H 2.0548 2.7027 -4.7426
H 3.4091 4.7410 -4.3479
H 3.1131 6.0188 -2.2519
H 1.4904 5.2710 -0.5710
H -1.7390 3.4318 -2.8517
H -3.7091 4.8803 -3.1703
H -4.4863 6.3382 -1.3233
H -3.3173 6.2731 0.8591
H -1.3903 4.7791 1.1807
Se 0.6638 -0.8493 -4.4504
C 0.5063 -0.9117 -2.7377
N 0.3066 -0.9830 -1.5790



no.,molecular weight (g/mol),DFT total energy (eV)
1,336.874,-24488.4039
2,612.699,-84330.6701
3,112.172,-9499.7630
4,989.270,-198774.9057